Record 1
{
  "formula": "C7H14N2S",
  "method": "wB97M-V/def2-TZVPD",
  "species": ["C", "C", "C", "N", "C", "N", "H", "H", "H", "H", "H", "H", "C", "C", "S", "C", "H", "H", "H", "H", "H", "H", "H", "H"],
  "positions_angstrom": [[1.64857, 0.09201, -1.04017], [0.80773, -1.17415, -1.28241], [-0.22862, -1.32296, -2.23003], [-0.80708, -2.55140, -1.90607], [-0.18468, -3.01317, -0.72948], [0.72678, -2.17096, -0.34056], [2.44540, -0.20508, -0.42145], [1.28685, 1.13411, -0.51481], [1.97762, 0.40750, -2.02324], [-0.50977, -0.91774, -3.12536], [-1.63800, -2.89042, -2.17112], [-0.33514, -3.95536, -0.34864], [-1.41353, 1.50083, 0.13758], [-1.67991, 1.08342, 1.54195], [-0.15656, 0.57221, 2.64637], [1.29408, 1.63554, 2.21998], [-2.03009, 1.21839, -0.68490], [-0.47232, 0.76557, -0.01711], [-1.13384, 2.53166, -0.01621], [-2.19183, 1.72632, 2.12193], [-2.20671, 0.18649, 1.54395], [1.66143, 2.18845, 3.23403], [2.16176, 0.93430, 2.03048], [0.97786, 2.22444, 1.37529]],
  "lowdin_charge": [-0.060, -0.324, -0.030, 0.060, -0.159, 0.087, 0.041, 0.097, 0.060, 0.081, 0.082, 0.089, -0.159, -0.468, 0.723, -0.442, 0.056, 0.064, 0.066, 0.008, 0.036, 0.073, 0.028, -0.009],
  "molar_mass_g_mol": 158.3,
  "smiles": "Cc1c[nH]cn1.CCSC",
  "lumo_ev": 0.8,
  "gap_ev": 8.987,
  "relative_energy_ev": 3.013,
  "energy_ev": -21298.9098
}

Record 2
{
  "formula": "C26H57BaN11O2",
  "method": "wB97M-V/def2-TZVPD",
  "species": ["Ba", "C", "N", "C", "C", "N", "C", "C", "N", "C", "C", "N", "C", "N", "C", "C", "N", "C", "C", "C", "C", "N", "C", "N", "C", "C", "N", "C", "C", "N", "C", "C", "H", "H", "H", "H", "H", "H", "H", "H", "H", "H", "H", "H", "H", "H", "H", "H", "H", "H", "H", "H", "H", "H", "H", "H", "H", "H", "H", "H", "H", "H", "H", "H", "H", "H", "H", "H", "H", "H", "H", "H", "H", "H", "H", "H", "H", "H", "H", "H", "O", "C", "O", "C", "N", "C", "C", "C", "H", "H", "H", "H", "H", "H", "H", "H", "H"],
  "positions_angstrom": [[-0.39968, -0.07038, 0.32595], [1.61039, -0.75814, 3.65978], [1.74002, -2.18721, 3.81382], [2.84443, -2.64928, 4.64784], [1.08618, -3.00933, 2.95354], [0.34896, -2.51369, 2.00715], [-0.50403, -3.44269, 1.28127], [-0.10062, -3.60161, -0.18267], [-0.27370, -2.38366, -1.00314], [0.94850, -2.07822, -1.76744], [2.09455, -1.58252, -0.88121], [1.97972, -0.18296, -0.47425], [2.89045, 0.66049, -0.89860], [3.65955, 0.43743, -2.01388], [5.09056, 0.69710, -2.03956], [3.06931, 0.07431, -3.28850], [3.14138, 1.80174, -0.20601], [2.79569, 1.96022, 1.18916], [3.72030, 2.98159, -0.82272], [-1.42234, -2.52613, -1.91203], [-2.74365, -2.21453, -1.20868], [-2.92146, -0.78120, -1.03780], [-3.82006, -0.14620, -1.71789], [-4.19531, 1.14739, -1.31838], [-4.08299, 1.47038, 0.08630], [-3.77999, 2.20414, -2.22865], [-4.53102, -0.60131, -2.78831], [-4.00747, -1.48172, -3.81929], [-5.86696, -0.09735, -3.09586], [1.25390, -4.37891, 3.18257], [0.60497, -5.04359, 4.29275], [1.94776, -5.21119, 2.22549], [1.96861, -0.26337, 4.55948], [0.56191, -0.49733, 3.50604], [2.19896, -0.40334, 2.80833], [2.90112, -2.02411, 5.53683], [3.80111, -2.58802, 4.11968], [2.68977, -3.67358, 4.96358], [-1.53032, -3.07026, 1.35454], [-0.49280, -4.43984, 1.72793], [-0.68214, -4.42457, -0.60961], [0.94623, -3.90669, -0.20484], [0.70238, -1.29299, -2.48459], [1.27920, -2.95603, -2.33822], [3.04312, -1.77114, -1.38771], [2.08737, -2.16910, 0.04341], [5.47178, 0.78285, -1.02425], [5.35320, 1.59760, -2.60193], [5.58939, -0.14864, -2.51707], [1.98577, 0.12067, -3.22335], [3.36963, -0.92665, -3.61183], [3.39413, 0.78418, -4.05356], [2.27877, 1.07742, 1.54312], [2.14376, 2.82707, 1.32715], [3.69644, 2.10829, 1.79131], [3.69228, 2.89540, -1.90423], [4.75061, 3.15200, -0.50078], [3.13278, 3.85528, -0.53221], [-1.46584, -3.53394, -2.34334], [-1.29528, -1.81596, -2.73022], [-2.71837, -2.65645, -0.21160], [-3.57735, -2.67694, -1.74155], [-4.40861, 0.61673, 0.67666], [-4.74445, 2.31366, 0.29831], [-3.06629, 1.73651, 0.39985], [-3.85569, 1.85573, -3.25746], [-2.73673, 2.49919, -2.04387], [-4.43222, 3.07299, -2.11831], [-2.94590, -1.65957, -3.68571], [-4.14851, -1.00784, -4.79374], [-4.53440, -2.43830, -3.83469], [-6.30692, 0.36793, -2.22216], [-6.48917, -0.94031, -3.40032], [-5.85108, 0.62721, -3.91526], [0.17476, -4.30502, 4.96778], [1.32001, -5.65752, 4.84968], [-0.20050, -5.70305, 3.94781], [2.46765, -4.58679, 1.49860], [1.27543, -5.89233, 1.68756], [2.69471, -5.82110, 2.74241], [-0.11067, 2.21177, -0.74393], [-0.61409, 2.83964, 0.19443], [-0.94353, 2.37416, 1.32270], [-0.91764, 4.35281, -0.00423], [-1.74061, 4.79526, 1.17534], [-1.05396, 5.95522, 1.83633], [-0.16450, 6.51951, 0.73615], [0.32136, 5.25455, 0.02023], [-1.47735, 4.47390, -0.92980], [-1.75071, 3.93059, 1.76407], [-2.69289, 5.02779, 0.90666], [-0.45514, 5.57232, 2.66051], [-1.78712, 6.65562, 2.22680], [0.65032, 7.11186, 1.14522], [-0.73870, 7.15054, 0.05613], [1.12134, 4.78602, 0.59763], [0.68826, 5.45556, -0.98266]],
  "lowdin_charge": [2.031, -0.054, -0.131, -0.017, -0.390, 0.019, -0.218, -0.169, -0.326, -0.209, -0.232, -0.161, -0.393, -0.172, -0.045, -0.035, -0.127, -0.032, -0.032, -0.199, -0.216, -0.001, -0.396, -0.181, -0.062, -0.039, -0.140, -0.037, -0.036, -0.227, -0.055, -0.054, 0.096, 0.075, 0.067, 0.093, 0.099, 0.078, 0.099, 0.111, 0.133, 0.109, 0.099, 0.141, 0.122, 0.091, 0.100, 0.089, 0.099, 0.082, 0.099, 0.100, 0.036, 0.077, 0.109, 0.094, 0.102, 0.080, 0.135, 0.102, 0.097, 0.114, 0.098, 0.095, 0.044, 0.092, 0.076, 0.096, 0.066, 0.101, 0.102, 0.093, 0.097, 0.092, 0.100, 0.091, 0.090, 0.089, 0.090, 0.096, -0.169, -0.729, -0.197, -0.151, 0.098, -0.087, -0.134, -0.107, 0.161, 0.154, 0.186, 0.141, 0.137, 0.129, 0.128, 0.108, 0.134],
  "molar_mass_g_mol": 693.1,
  "lumo_ev": -4.3,
  "gap_ev": 8.440,
  "relative_energy_ev": 0.458,
  "energy_ev": -49056.5620,
  "total_charge": 2
}

Record 3
{
  "formula": "C32H36BrGeNbO",
  "method": "wB97M-V/def2-TZVPD",
  "species": ["Nb", "C", "C", "C", "C", "C", "C", "C", "Br", "C", "O", "C", "C", "C", "C", "C", "C", "H", "H", "H", "H", "H", "H", "H", "H", "H", "H", "H", "H", "H", "H", "H", "H", "H", "H", "H", "H", "C", "C", "C", "C", "C", "C", "Ge", "C", "C", "C", "C", "C", "C", "C", "C", "C", "C", "C", "C", "H", "H", "H", "H", "H", "H", "H", "H", "H", "H", "H", "H", "H", "H", "H", "H"],
  "positions_angstrom": [[-1.73011, -2.34085, -1.27174], [-1.73021, 1.43405, 5.05486], [-1.73021, 2.37025, 3.82476], [-2.98891, 3.25885, 3.92896], [-0.47151, 3.25885, 3.92906], [-1.73021, 1.62905, 2.48256], [-1.73021, 0.24525, 2.37446], [-1.73011, -0.38935, 1.11656], [-1.73011, -2.32135, 1.21446], [-1.73011, 0.30235, -0.13674], [-1.73011, -0.32355, -1.25224], [-1.73021, 1.72945, -0.02614], [-1.73021, 2.33695, 1.27176], [-1.73021, 2.72605, -1.23684], [-2.99321, 3.62165, -1.15434], [-0.46721, 3.62175, -1.15424], [-1.73011, 2.14095, -2.66964], [-1.73031, 2.00865, 5.98886], [-0.84251, 0.79105, 5.07256], [-2.61801, 0.79105, 5.07246], [-3.03081, 3.77295, 4.89636], [-3.90291, 2.66135, 3.82886], [-3.01601, 4.03285, 3.15416], [-0.42961, 3.77295, 4.89646], [-0.44441, 4.03285, 3.15426], [0.44249, 2.66135, 3.82896], [-1.73021, -0.38375, 3.25706], [-1.73021, 3.42195, 1.32586], [-3.02001, 4.23745, -0.24964], [-3.90481, 3.01235, -1.16564], [-3.04481, 4.31405, -2.00304], [-0.44051, 4.23755, -0.24964], [-0.41561, 4.31415, -2.00304], [0.44449, 3.01255, -1.16554], [-2.62451, 1.53975, -2.86654], [-0.83571, 1.53985, -2.86654], [-1.73011, 2.94195, -3.42034], [2.36059, -1.11455, -5.60234], [3.30309, -1.29935, -4.58544], [2.88529, -1.66055, -3.30044], [1.52209, -1.83485, -3.03084], [0.57999, -1.65045, -4.05004], [0.99939, -1.29045, -5.33444], [0.93629, -2.34085, -1.27174], [1.70159, -4.05775, -0.85564], [1.42349, -5.15195, -1.68504], [1.96779, -6.40735, -1.39734], [2.79199, -6.57305, -0.28014], [3.07309, -5.48265, 0.54876], [2.52989, -4.22595, 0.26266], [1.36559, -1.01925, 0.06356], [0.96599, -1.22725, 1.39056], [1.26439, -0.27665, 2.37136], [1.96149, 0.88565, 2.02936], [2.35989, 1.09795, 0.70586], [2.06249, 0.14805, -0.27704], [2.68439, -0.83645, -6.59694], [4.35639, -1.16395, -4.79374], [3.61949, -1.80425, -2.51794], [-0.47541, -1.78695, -3.85014], [0.27009, -1.14915, -6.12184], [0.78559, -5.03215, -2.55174], [1.75009, -7.25135, -2.03894], [3.21229, -7.54515, -0.05734], [3.71199, -5.61155, 1.41286], [2.75709, -3.39125, 0.91126], [0.42449, -2.12425, 1.66366], [0.95459, -0.44085, 3.39536], [2.19149, 1.62145, 2.78906], [2.89819, 1.99895, 0.44196], [2.37419, 0.32595, -1.29704], [-3.55261, -2.34085, -1.27174]],
  "mulliken_spin": [0.935, 0.002, 0.008, 0.004, 0.005, 0.009, 0.032, -0.004, -0.029, 0.023, 0.070, -0.007, -0.002, 0.004, 0.004, 0.004, -0.006, 0.000, 0.000, 0.000, 0.000, 0.000, 0.000, 0.000, 0.000, -0.001, -0.001, 0.003, 0.000, 0.000, 0.000, 0.000, 0.000, -0.001, 0.000, 0.001, 0.000, 0.003, 0.000, -0.007, -0.022, 0.033, 0.009, -0.025, 0.001, 0.000, 0.001, 0.008, 0.002, -0.003, 0.002, -0.016, 0.002, 0.002, 0.000, -0.001, 0.000, 0.000, 0.000, -0.001, 0.000, 0.001, 0.000, 0.000, 0.000, 0.000, 0.010, 0.000, 0.000, 0.000, -0.001, -0.049],
  "s2": 0.7915,
  "molar_mass_g_mol": 682.1,
  "lumo_ev": [-13.2, -13.2],
  "gap_ev": [4.157, 4.019],
  "energy_ev": -163889.1606,
  "total_charge": 3,
  "multiplicity": 2
}